# 1
The following is a quantum chemistry calculation of a single C3H7NO molecule in a non-equilibrium geometry, from the Open Molecules 2025 dataset.

- Energy above the lowest of the compared OMol25 structures with the same formula, charge and spin: 285.4 kJ/mol
- DFT total energy: -6759.792 eV
- E_HOMO: -0.3409 Eh

Geometry as ORCA input:
```
! RIJCOSX wB97M-V def2-TZVPD def2/J DEFGRID3
* xyz 0 1
C -0.06 0.44 -1.26
C -0.24 -0.31 0.05
C 0.91 -0.04 1.01
N -1.53 0.11 0.69
O -2.36 -0.81 0.71
H -0.01 1.53 -1.10
H -0.90 0.25 -1.94
H -0.29 -1.39 -0.16
H 0.85 0.13 -1.77
H 0.96 1.02 1.29
H 1.87 -0.31 0.55
H 0.80 -0.62 1.93
*
```

=====

# 2
The following is a quantum chemistry calculation of 2 unconnected molecules or ions with the total composition C3H7NO in a non-equilibrium geometry, from the Open Molecules 2025 dataset.

- Energy above the lowest of the compared OMol25 structures with the same formula, charge and spin: 292.4 kJ/mol
- DFT total energy: -6759.719 eV
- E_HOMO: -0.2992 Eh

Geometry as ORCA input:
```
! RIJCOSX wB97M-V def2-TZVPD def2/J DEFGRID3
* xyz 0 1
O -1.58 -2.29 -2.17
C -2.03 -2.45 -1.06
H -2.32 -1.68 -0.36
H -2.12 -3.49 -0.77
C 1.32 1.58 -0.20
C 1.21 1.10 1.06
N 1.23 1.97 2.13
H 1.20 2.63 -0.45
H 1.04 0.86 -0.97
H 0.93 0.06 1.21
H 1.73 2.85 1.97
H 0.52 2.06 2.95
*
```

=====

# 3
The following is a quantum chemistry calculation of 2 unconnected molecules or ions with the total composition C3H7NO in a non-equilibrium geometry, from the Open Molecules 2025 dataset.

- Energy above the lowest of the compared OMol25 structures with the same formula, charge and spin: 577.8 kJ/mol
- DFT total energy: -6756.762 eV
- E_HOMO: -0.3462 Eh

Geometry as ORCA input:
```
! RIJCOSX wB97M-V def2-TZVPD def2/J DEFGRID3
* xyz 0 1
C 1.05 0.58 -0.08
C -0.43 0.61 0.13
C -1.50 -0.16 -0.65
H 2.41 -1.01 0.84
H 1.34 1.21 -0.84
H 1.70 1.00 0.75
H -0.70 1.53 0.71
H -2.53 0.08 -0.80
H -1.30 -1.12 -1.20
H -0.48 -1.44 0.60
N -1.06 -0.51 0.85
O 1.50 -0.76 -0.31
*
```

=====

# 4
The following is a quantum chemistry calculation of 2 unconnected molecules or ions with the total composition C3H7NO in a non-equilibrium geometry, from the Open Molecules 2025 dataset.

- Energy above the lowest of the compared OMol25 structures with the same formula, charge and spin: 236.1 kJ/mol
- DFT total energy: -6760.303 eV
- E_HOMO: -0.3666 Eh

Geometry as ORCA input:
```
! RIJCOSX wB97M-V def2-TZVPD def2/J DEFGRID3
* xyz 0 1
C -0.16 -3.71 5.01
N 0.16 -3.23 6.13
H -1.10 -3.49 4.50
H 0.56 -4.36 4.52
H 1.13 -3.41 6.37
O -0.15 1.56 -2.72
C -0.42 2.47 -3.47
C 0.44 2.88 -4.64
H -1.45 2.83 -3.46
H 1.01 2.01 -4.98
H 1.02 3.80 -4.64
H -0.34 2.95 -5.43
*
```

=====

# 5
The following is a quantum chemistry calculation of a single C3H7NO molecule in a non-equilibrium geometry, from the Open Molecules 2025 dataset.

- Energy above the lowest of the compared OMol25 structures with the same formula, charge and spin: 464.7 kJ/mol
- DFT total energy: -6757.935 eV
- E_HOMO: -0.3263 Eh

Geometry as ORCA input:
```
! RIJCOSX wB97M-V def2-TZVPD def2/J DEFGRID3
* xyz 0 1
C 1.15 0.60 0.24
C 1.14 -0.88 0.24
C -0.06 -0.43 -0.55
N -2.14 0.42 0.15
O -1.20 -0.67 0.16
H 0.64 1.13 1.06
H 1.89 1.20 -0.50
H 1.95 -1.53 -0.24
H 0.84 -1.40 1.24
H -0.21 -0.36 -1.64
H -2.43 0.73 -0.75
H -1.57 1.19 0.59
*
```

=====

# 6
The following is a quantum chemistry calculation of 2 unconnected molecules or ions with the total composition C3H7NO in a non-equilibrium geometry, from the Open Molecules 2025 dataset.

- Energy above the lowest of the compared OMol25 structures with the same formula, charge and spin: 276.6 kJ/mol
- DFT total energy: -6759.884 eV
- E_HOMO: -0.2910 Eh

Geometry as ORCA input:
```
! RIJCOSX wB97M-V def2-TZVPD def2/J DEFGRID3
* xyz 0 1
O 1.67 -1.21 0.39
C 2.35 -0.20 0.50
H 2.67 0.06 1.52
H 2.81 0.13 -0.43
C -1.30 1.63 -0.69
C -1.79 0.40 -0.43
N -1.10 -0.60 0.25
H -0.41 1.96 -0.15
H -1.69 2.36 -1.39
H -2.75 0.20 -0.92
H -0.14 -0.50 0.51
H -1.39 -1.45 -0.22
*
```

=====

# 7
The following is a quantum chemistry calculation of a single C3H7NO molecule in a non-equilibrium geometry, from the Open Molecules 2025 dataset.

- Energy above the lowest of the compared OMol25 structures with the same formula, charge and spin: 121.2 kJ/mol
- DFT total energy: -6761.494 eV
- E_HOMO: -0.3704 Eh

Geometry as ORCA input:
```
! RIJCOSX wB97M-V def2-TZVPD def2/J DEFGRID3
* xyz 0 1
C -1.57 0.24 -1.01
O -0.67 0.57 0.03
C 0.29 -0.34 0.31
C 1.35 0.48 0.99
N 0.24 -1.54 -0.11
H -1.01 0.17 -1.95
H -2.04 -0.71 -0.78
H -2.30 1.05 -1.07
H 1.27 1.36 0.38
H 2.34 0.01 1.02
H 1.05 0.79 2.00
H 1.04 -2.09 0.19
*
```

=====

# 8
The following is a quantum chemistry calculation of a single C3H7NO molecule, from the Open Molecules 2025 dataset.

- Energy above the lowest of the compared OMol25 structures with the same formula, charge and spin: 25.3 kJ/mol
- DFT total energy: -6762.488 eV
- E_HOMO: -0.3552 Eh

Geometry as ORCA input:
```
! RIJCOSX wB97M-V def2-TZVPD def2/J DEFGRID3
* xyz 0 1
C 0.11 1.63 0.93
N 0.15 0.18 0.81
C -0.21 -0.40 -0.38
O -0.62 0.26 -1.32
C -0.09 -1.90 -0.51
H -0.46 1.97 0.07
H 1.11 2.07 0.87
H -0.39 1.95 1.85
H 0.51 -0.37 1.57
H 0.59 -2.10 -1.34
H -1.08 -2.28 -0.80
H 0.25 -2.45 0.38
*
```

=====

# 9
The following is a quantum chemistry calculation of a single C3H7NO molecule in a non-equilibrium geometry, from the Open Molecules 2025 dataset.

- Energy above the lowest of the compared OMol25 structures with the same formula, charge and spin: 165.2 kJ/mol
- DFT total energy: -6761.038 eV
- E_HOMO: -0.3595 Eh

Geometry as ORCA input:
```
! RIJCOSX wB97M-V def2-TZVPD def2/J DEFGRID3
* xyz 0 1
C -1.01 -0.62 -0.86
C 0.05 -1.12 0.17
N 1.05 -0.22 0.29
C 0.70 1.17 0.47
O 0.07 -2.13 0.85
H -1.53 0.28 -0.29
H -1.00 -0.25 -1.97
H -1.85 -1.36 -0.86
H 1.63 -0.59 0.95
H -0.23 1.48 1.12
H 0.51 1.59 -0.51
H 1.62 1.77 0.63
*
```

=====

# 10
The following is a quantum chemistry calculation of 2 unconnected molecules or ions with the total composition C3H7NO in a non-equilibrium geometry, from the Open Molecules 2025 dataset.

- Energy above the lowest of the compared OMol25 structures with the same formula, charge and spin: 201.4 kJ/mol
- DFT total energy: -6760.663 eV
- E_HOMO: -0.3667 Eh

Geometry as ORCA input:
```
! RIJCOSX wB97M-V def2-TZVPD def2/J DEFGRID3
* xyz 0 1
C -2.66 1.13 1.34
C -1.47 0.80 0.83
H -3.50 1.22 0.65
H -3.01 1.13 2.36
H -1.43 0.52 -0.21
H -0.63 1.04 1.48
C 1.86 -0.66 -1.61
N 2.21 -1.11 -0.35
O 2.67 -0.20 -2.37
H 0.87 -0.93 -2.02
H 3.18 -0.94 -0.11
H 1.93 -2.00 0.00
*
```

=====

# 11
The following is a quantum chemistry calculation of 2 unconnected molecules or ions with the total composition C3H7NO in a non-equilibrium geometry, from the Open Molecules 2025 dataset.

- Energy above the lowest of the compared OMol25 structures with the same formula, charge and spin: 343.6 kJ/mol
- DFT total energy: -6759.189 eV
- E_HOMO: -0.3044 Eh

Geometry as ORCA input:
```
! RIJCOSX wB97M-V def2-TZVPD def2/J DEFGRID3
* xyz 0 1
O 2.47 2.60 2.68
C 1.40 2.04 2.62
H 1.11 1.48 1.67
H 0.59 2.10 3.36
C 0.10 -0.71 -2.26
C -0.52 -0.71 -1.02
N -1.71 -1.31 -0.59
H -0.52 -0.98 -3.12
H 1.05 -0.37 -2.16
H -0.03 -0.46 -0.07
H -2.28 -1.83 -1.47
H -1.67 -1.87 0.36
*
```

=====

# 12
The following is a quantum chemistry calculation of a single C3H7NO molecule in a non-equilibrium geometry, from the Open Molecules 2025 dataset.

- Energy above the lowest of the compared OMol25 structures with the same formula, charge and spin: 353.4 kJ/mol
- DFT total energy: -6759.088 eV
- E_HOMO: -0.3204 Eh

Geometry as ORCA input:
```
! RIJCOSX wB97M-V def2-TZVPD def2/J DEFGRID3
* xyz 0 1
C 0.54 -2.03 -0.32
C 0.81 -0.21 -0.17
C -1.14 1.24 0.25
N 0.29 1.11 0.42
O -0.21 -2.80 0.18
H 1.46 -2.18 -0.97
H 1.93 -0.39 -0.01
H 0.44 1.15 1.41
H 0.79 -0.08 -1.25
H -1.59 0.77 -0.61
H -1.85 1.04 1.09
H -1.46 2.38 -0.02
*
```

=====

Q: DFT total energy of number 6 (C3H7NO)?
A: -6759.884 eV